<A>
A 2-piece molecular cluster, C3H7F2N overall, computed with the ωB97M-V functional and the def2-TZVPD basis.

Results
- structure (SMILES) = [H]/N=C(\C)F.CF
- LUMO level (eV) = 1.0006
- HOMO level (eV) = -10.08
- gap between HOMO and LUMO (eV) = 11.1
- spin multiplicity = 1

Each line ends with the Löwdin charge.
Positions of all 13 atoms, in Å:
C1 -1.668 1.080 -0.069  -0.034
C2 2.395 -0.602 -0.503  -0.099
C3 -1.158 -0.304 0.325  -0.551
N1 -1.265 -0.848 1.416  0.167
F1 1.834 0.481 0.173  -0.128
F2 -0.617 -0.956 -0.720  0.042
H1 -0.829 1.249 -0.916  0.118
H2 -1.778 1.904 0.714  0.093
H3 -2.710 0.963 -0.522  0.090
H4 3.404 -0.554 -0.180  0.062
H5 2.307 -0.414 -1.591  0.081
H6 -1.739 -0.443 2.217  0.071
H7 1.826 -1.556 -0.344  0.087



<B>
A 2-piece molecular cluster, C3H7F2N overall, computed with the ωB97M-V functional and the def2-TZVPD basis.

Results
- structure (SMILES) = C=CC.FNF
- LUMO level (eV) = 0.8786
- HOMO level (eV) = -9.86
- gap between HOMO and LUMO (eV) = 10.7
- spin multiplicity = 1

Each line ends with the Löwdin charge.
Positions of all 13 atoms, in Å:
C1 -0.645 0.268 1.328  -0.032
C2 -1.763 -0.069 -0.786  -0.134
C3 -1.064 -0.544 0.399  -0.286
N1 2.885 -0.260 -0.622  0.125
F1 3.418 1.092 -0.782  -0.106
F2 2.831 -0.248 0.857  -0.114
H1 0.144 -0.039 2.083  0.075
H2 -0.814 1.345 1.293  0.062
H3 1.921 -0.112 -0.889  0.089
H4 -1.055 0.092 -1.566  0.058
H5 -2.300 0.889 -0.675  0.090
H6 -2.465 -0.791 -1.186  0.070
H7 -1.092 -1.624 0.547  0.103



Most stable: <A> (next structure +89.1 kcal/mol)



<A>
A 4-piece molecular cluster, C3H14O3S2 overall, computed with the ωB97M-V functional and the def2-TZVPD basis.

Results
- structure (SMILES) = CCSSC.O.O.O
- LUMO level (eV) = 0.4699
- HOMO level (eV) = -8.78
- gap between HOMO and LUMO (eV) = 9.2
- spin multiplicity = 1

Each line ends with the Löwdin charge.
Positions of all 22 atoms, in Å:
C1 -1.228 -1.096 -1.492  -0.159
C2 -1.411 -1.026 0.023  -0.557
S1 0.092 -1.350 1.079  0.457
S2 0.265 0.237 2.404  0.434
C3 0.982 1.509 1.312  -0.474
H1 -2.087 -1.679 -1.851  0.071
H2 -0.337 -1.689 -1.734  0.043
H3 -1.152 -0.188 -2.106  0.076
H4 -1.706 0.015 0.237  0.050
H5 -2.204 -1.630 0.433  0.052
H6 0.403 1.541 0.383  0.024
H7 0.729 2.492 1.741  0.036
H8 2.028 1.467 1.112  0.016
H9 1.784 -2.865 -1.249  0.016
H10 2.826 -1.731 -0.937  0.019
O1 2.353 -2.197 -1.634  -0.082
H11 2.790 0.685 -2.286  0.056
H12 1.779 0.549 -1.146  0.003
O2 2.716 0.696 -1.317  -0.065
H13 -3.649 1.936 2.290  0.036
H14 -2.230 2.268 2.763  0.025
O3 -2.746 2.055 1.976  -0.077



<B>
A 4-piece molecular cluster, C3H14O3S2 overall, computed with the ωB97M-V functional and the def2-TZVPD basis.

Results
- structure (SMILES) = CCCSS.O.O.O
- LUMO level (eV) = 0.2287
- HOMO level (eV) = -9.16
- gap between HOMO and LUMO (eV) = 9.4
- spin multiplicity = 1

Each line ends with the Löwdin charge.
Positions of all 22 atoms, in Å:
C1 2.551 0.998 -2.321  -0.393
C2 3.945 0.744 -2.748  -0.149
C3 2.080 -0.271 -1.699  -0.574
S1 0.615 0.100 -0.658  0.378
S2 -0.655 -1.389 -0.356  0.237
H1 1.963 1.292 -3.183  0.107
H2 2.535 1.902 -1.639  0.126
H3 4.520 0.628 -1.728  0.112
H4 4.150 -0.239 -3.248  0.093
H5 4.454 1.556 -3.212  0.056
H6 2.786 -0.826 -1.016  0.089
H7 1.880 -1.028 -2.481  0.092
H8 -0.383 -2.057 0.826  -0.172
H9 -2.639 0.818 2.935  0.050
H10 -3.369 1.151 1.620  0.012
O1 -3.214 1.491 2.494  -0.072
H11 -0.853 1.402 6.491  0.114
H12 -2.282 1.886 5.903  -0.011
O2 -1.657 1.203 5.835  -0.096
H13 -5.489 -3.001 0.148  0.018
H14 -5.078 -3.200 -1.255  0.025
O3 -5.860 -3.160 -0.708  -0.043



<C>
A 5-piece molecular cluster, C3H14O3S2 overall, computed with the ωB97M-V functional and the def2-TZVPD basis.

Results
- LUMO level (eV) = -4.6685
- HOMO level (eV) = -9.04
- gap between HOMO and LUMO (eV) = 4.4
- spin multiplicity = 1

Each line ends with the Löwdin charge.
Positions of all 22 atoms, in Å:
C1 -1.503 -1.717 -0.712  -0.119
C2 -1.494 -0.915 0.631  -0.621
S1 -2.290 0.628 0.412  0.886
S2 -0.180 2.239 2.066  0.841
C3 1.184 2.023 1.016  -0.479
H1 -2.540 -1.721 -1.091  0.069
H2 -0.848 -1.129 -1.365  0.055
H3 -1.186 -2.701 -0.462  0.074
H4 -0.425 -0.669 0.800  0.048
H5 -1.957 -1.465 1.435  0.073
H6 2.022 1.571 1.511  0.046
H7 1.562 2.864 0.452  0.051
H8 1.047 1.230 0.248  0.019
H9 -0.912 1.662 -2.087  -0.015
H10 0.514 1.071 -2.136  -0.017
O1 -0.042 1.799 -2.468  -0.090
H11 1.725 -0.714 -1.669  -0.013
H12 1.373 -1.274 0.289  -0.057
O2 1.253 -0.312 -0.927  -0.353
H13 -1.093 1.293 1.639  -0.294
H14 2.367 -1.989 1.258  0.035
O3 1.421 -1.775 1.160  -0.139



Most stable: <A> (next structure +18.6 kcal/mol)



<A>
A 2-piece molecular cluster, C2H4ClF overall, computed with the ωB97M-V functional and the def2-TZVPD basis.

Results
- LUMO level (alpha / beta) (eV) = -0.0961 / 0.3397
- HOMO level (alpha / beta) (eV) = -8.74 / -8.48
- gap between HOMO and LUMO (alpha / beta) (eV) = 8.6 / 8.8
- spin multiplicity = 1

Each line ends with the Löwdin charge.
Positions of all 8 atoms, in Å:
C1 0.982 0.523 0.397  0.012
C2 -2.738 1.388 -0.231  -0.571
F1 2.245 0.750 -0.133  -0.099
Cl1 -3.389 -0.086 0.106  0.589
H1 0.463 1.298 0.872  0.017
H2 0.503 -0.408 -0.016  0.069
H3 -2.581 1.719 -1.247  0.004
H4 -2.610 2.156 0.464  -0.020



<B>
A 2-piece molecular cluster, C2H4ClF overall, computed with the ωB97M-V functional and the def2-TZVPD basis.

Results
- structure (SMILES) = C=CCl.F
- LUMO level (eV) = 0.9879
- HOMO level (eV) = -10.15
- gap between HOMO and LUMO (eV) = 11.1
- spin multiplicity = 1

Each line ends with the Löwdin charge.
Positions of all 8 atoms, in Å:
C1 1.030 0.126 0.213  -0.609
C2 -0.053 -0.214 0.892  -0.064
H1 -1.285 0.360 -1.195  -0.013
H2 2.043 -0.055 0.557  0.058
H3 -1.050 -0.019 0.520  0.039
H4 0.051 -0.703 1.855  0.066
F1 -1.707 -0.408 -1.511  -0.107
Cl1 0.972 0.913 -1.331  0.629



<C>
C2H4ClF in the gas phase, computed with the ωB97M-V functional and the def2-TZVPD basis.

Results
- structure (SMILES) = C[C@@H](F)Cl
- LUMO level (eV) = 1.0271
- HOMO level (eV) = -10.98
- gap between HOMO and LUMO (eV) = 12.0
- spin multiplicity = 1

Each line ends with the Löwdin charge.
Positions of all 8 atoms, in Å:
C1 -0.696 0.220 -0.257  -0.122
C2 0.620 -0.230 0.417  -0.807
F1 0.782 -1.447 -0.105  -0.034
Cl1 2.028 0.820 -0.010  0.586
H1 -0.494 0.290 -1.413  0.108
H2 -1.201 1.179 -0.054  0.076
H3 -1.327 -0.655 -0.058  0.075
H4 0.287 -0.177 1.481  0.118



Most stable: <C> (next structure +6.4 kcal/mol)



<A>
A 2-piece molecular cluster, CH3O3S overall, computed with the ωB97M-V functional and the def2-TZVPD basis.

Results
- total charge = -1
- LUMO level (alpha / beta) (eV) = 3.5675 / 3.5674
- HOMO level (alpha / beta) (eV) = -2.76 / -2.76
- gap between HOMO and LUMO (alpha / beta) (eV) = 6.3 / 6.3
- spin multiplicity = 1

Each line ends with the Löwdin charge.
Positions of all 8 atoms, in Å:
C1 -1.063 -0.207 -0.699  -0.455
O1 1.744 -0.391 2.084  -0.500
O2 2.256 0.660 -0.058  -0.484
O3 -1.113 0.742 0.290  -0.462
S1 1.641 0.768 1.211  0.787
H1 -1.974 -0.136 -1.388  0.037
H2 -1.380 -1.178 -0.165  0.045
H3 -0.111 -0.258 -1.274  0.031



<B>
CH3O3S as an isolated structure, computed with the ωB97M-V functional and the def2-TZVPD basis.

Results
- total charge = -1
- LUMO level (eV) = 3.9149
- HOMO level (eV) = -3.24
- gap between HOMO and LUMO (eV) = 7.2
- spin multiplicity = 1

Each line ends with the Löwdin charge.
Positions of all 8 atoms, in Å:
C1 0.502 -0.698 0.749  -0.497
O1 -1.171 1.564 0.785  -0.447
O2 1.120 1.540 -0.132  -0.447
O3 0.733 -1.474 -0.360  -0.238
S1 -0.095 0.811 0.139  0.511
H1 -0.711 -1.210 1.277  0.084
H2 0.187 -0.990 -0.991  -0.037
H3 -0.564 0.456 -1.467  0.070



Most stable: <A> (next structure +60.6 kcal/mol)



<A>
A 2-piece molecular cluster, C4H8S2Si overall, computed with the ωB97M-V functional and the def2-TZVPD basis.

Results
- LUMO level (alpha / beta) (eV) = -0.5789 / -0.4564
- HOMO level (alpha / beta) (eV) = -8.35 / -7.03
- gap between HOMO and LUMO (alpha / beta) (eV) = 7.8 / 6.6
- spin multiplicity = 1

Each line ends with the Löwdin charge.
Positions of all 15 atoms, in Å:
C1 -0.194 0.675 0.082  -0.575
C2 1.104 0.829 -0.107  -0.685
C3 -0.710 -0.625 0.535  -0.131
C4 2.110 -0.245 -0.107  -0.109
Si1 -1.314 2.016 -0.272  0.389
S1 1.755 2.485 -0.318  0.495
S2 0.109 3.565 -0.620  0.209
H1 -0.050 -1.243 1.334  0.128
H2 -0.844 -1.226 -0.365  0.090
H3 -1.567 -0.426 1.110  0.041
H4 1.856 -1.027 0.744  0.117
H5 3.140 0.010 -0.121  0.054
H6 1.988 -0.753 -1.090  0.108
H7 -2.462 1.165 -2.759  -0.035
H8 -2.355 2.509 0.541  -0.096



<B>
A 2-piece molecular cluster, C4H8S2Si overall, computed with the ωB97M-V functional and the def2-TZVPD basis.

Results
- LUMO level (alpha / beta) (eV) = -0.5831 / -0.5829
- HOMO level (alpha / beta) (eV) = -8.23 / -8.23
- gap between HOMO and LUMO (alpha / beta) (eV) = 7.6 / 7.6
- spin multiplicity = 1

Each line ends with the Löwdin charge.
Positions of all 15 atoms, in Å:
C1 -0.779 -0.347 0.547  -0.595
C2 -1.059 0.984 0.372  -0.663
C3 0.679 -0.760 0.465  -0.161
C4 -0.026 2.098 0.360  -0.061
Si1 -2.121 -1.722 0.509  0.532
S1 -2.750 1.397 -0.056  0.444
S2 -3.517 -0.374 -0.567  0.084
H1 0.692 -1.864 0.733  0.075
H2 1.273 -0.277 1.216  0.065
H3 1.105 -0.522 -0.442  0.031
H4 0.896 1.695 0.159  0.045
H5 -0.079 2.489 1.368  0.101
H6 -0.372 2.673 -0.385  0.029
H7 -0.671 -0.674 -2.285  0.022
H8 -0.163 -0.823 -2.764  0.054



Most stable: <B> (next structure +47.5 kcal/mol)



<A>
A 2-piece molecular cluster, C6H11I overall, computed with the ωB97M-V functional and the def2-TZVPD basis.

Results
- structure (SMILES) = C=C(C)C.C=CI
- LUMO level (eV) = 0.6196
- HOMO level (eV) = -9.03
- gap between HOMO and LUMO (eV) = 9.6
- spin multiplicity = 1

Each line ends with the Löwdin charge.
Positions of all 18 atoms, in Å:
C1 -2.308 -1.378 1.991  -0.118
C2 -2.347 -1.040 0.720  -0.799
C3 -0.126 0.743 -1.180  -0.076
C4 1.175 -0.218 0.798  0.010
C5 0.291 2.085 0.855  -0.106
C6 0.627 0.824 0.188  -0.424
I1 -3.733 0.062 -0.293  0.836
H1 -2.934 -0.942 2.807  0.075
H2 -1.575 -2.081 2.236  0.034
H3 -0.834 1.591 -1.219  0.064
H4 -0.682 -0.173 -1.257  0.017
H5 0.566 0.681 -1.988  0.066
H6 1.187 -1.187 0.271  0.066
H7 1.645 -0.260 1.775  0.060
H8 -1.495 -1.381 0.066  0.028
H9 0.216 2.812 0.062  0.051
H10 -0.649 2.093 1.401  0.081
H11 1.232 2.546 1.470  0.135



<B>
C6H11I in the gas phase, computed with the ωB97M-V functional and the def2-TZVPD basis.

Results
- structure (SMILES) = C/C=C/C(C)(C)I
- LUMO level (eV) = 0.3529
- HOMO level (eV) = -9.14
- gap between HOMO and LUMO (eV) = 9.5
- spin multiplicity = 1

Each line ends with the Löwdin charge.
Positions of all 18 atoms, in Å:
C1 -1.030 -0.855 -0.030  -0.206
C2 0.261 -0.775 0.118  -0.228
C3 -1.892 -1.999 0.308  -0.097
C4 0.843 1.211 -1.522  -0.126
C5 0.707 1.360 1.074  -0.221
C6 0.953 0.538 -0.127  -0.830
I1 3.162 0.006 0.077  0.746
H1 -1.375 0.115 -0.375  0.114
H2 0.878 -1.680 0.365  0.089
H3 -2.584 -2.367 -0.524  0.098
H4 -1.256 -2.825 0.572  0.061
H5 -2.509 -1.720 1.212  0.094
H6 1.793 1.529 -1.889  0.017
H7 0.419 0.539 -2.241  0.068
H8 0.161 2.152 -1.409  0.115
H9 0.733 2.487 0.846  0.101
H10 1.153 0.946 2.042  0.084
H11 -0.418 1.338 1.504  0.120



Most stable: <B> (next structure +14.1 kcal/mol)